The following is a DFT calculation (ωB97M-V with the def2-TZVPD basis set) of a structure of composition C19H15F3N7O4PbS2 in a non-equilibrium geometry.

Calculated values
Calculated total energy ... -2705.8243 hartree
Net charge ... +1

Last column: Mulliken charge in e.
Geometry (Å):
Pb  -0.77  1.04  -0.11  0.77
N  6.10  0.12  3.38  -0.46
C  4.76  -0.05  3.42  1.12
C  3.92  0.74  2.62  -1.02
C  2.56  0.55  2.64  -0.23
C  2.02  -0.43  3.48  0.27
C  2.83  -1.22  4.29  -0.54
C  4.19  -1.03  4.25  -0.73
S  0.33  -0.71  3.52  1.32
O  -0.03  -1.61  4.56  -0.70
O  -0.26  0.75  3.86  -0.45
N  -0.30  -0.95  2.10  -0.34
C  -0.05  -2.13  1.50  0.48
N  -0.80  -2.37  0.40  0.25
C  -0.76  -3.56  -0.21  0.10
C  0.11  -4.52  0.21  -0.79
C  0.95  -4.17  1.28  -0.14
N  0.87  -3.01  1.91  -0.41
H  6.51  0.88  2.87  0.20
H  6.70  -0.37  4.02  0.20
H  4.34  1.51  1.99  0.34
H  1.92  1.18  2.03  0.20
H  2.39  -1.97  4.93  0.52
H  4.83  -1.64  4.88  0.32
H  -1.44  -3.68  -1.04  0.46
H  0.16  -5.49  -0.27  0.41
H  1.72  -4.84  1.62  0.45
S  -1.36  1.62  2.94  0.19
C  -0.26  2.70  2.26  0.58
N  0.53  3.41  1.80  -0.43
F  -3.84  1.03  0.69  -0.25
C  -2.86  1.93  0.44  0.35
F  -2.77  2.71  1.55  -0.22
F  -3.32  2.75  -0.54  -0.31
N  -2.59  2.67  -7.10  -0.37
C  -3.06  1.60  -6.41  0.04
O  -3.87  0.81  -6.83  -0.57
C  -2.49  1.43  -5.02  0.86
C  -1.16  1.64  -4.71  -0.81
C  -0.74  1.46  -3.41  -0.31
N  -1.58  1.10  -2.43  -0.17
C  -2.86  0.86  -2.73  0.04
C  -3.35  1.01  -4.01  -0.94
H  -2.99  2.85  -8.01  0.23
H  -2.01  3.37  -6.68  0.21
H  -0.44  1.92  -5.47  0.47
H  0.30  1.62  -3.13  0.41
H  -3.50  0.54  -1.93  0.49
H  -4.39  0.80  -4.23  0.48
O  -2.55  -1.62  -0.91  -0.47
C  -1.66  -1.20  -0.26  -0.11



The following is a DFT calculation (ωB97M-V with the def2-TZVPD basis set) of an isolated molecule of C19H15IO5S in a non-equilibrium geometry.

Calculated values
Calculated total energy ... -1804.9402 hartree
Net charge ... 0
SMILES ... Cc1cc(=O)c(Oc2ccc(I)cc2)c(-c2ccc(S(C)(=O)=O)cc2)o1

Last column: Mulliken charge in e.
Geometry (Å):
C  1.50  -4.01  -3.03  -1.12
C  1.90  -2.86  -2.10  0.40
C  3.00  -3.04  -1.26  -0.27
C  3.35  -2.17  -0.21  0.32
O  4.17  -2.58  0.60  -0.63
C  2.31  -1.21  0.19  0.55
O  2.32  -0.71  1.44  -0.45
C  1.23  -0.98  2.31  0.48
C  0.00  -1.62  2.01  -0.34
C  -1.12  -1.55  2.77  -0.46
C  -0.99  -0.93  4.04  -0.67
I  -2.69  -0.71  5.61  0.03
C  0.33  -0.40  4.44  -0.27
C  1.40  -0.38  3.50  -0.45
C  1.34  -0.95  -0.79  0.33
C  0.40  0.13  -0.59  0.29
C  0.66  1.33  0.14  -0.03
C  -0.37  2.18  0.49  -0.89
C  -1.68  1.84  0.21  0.19
S  -2.99  2.61  1.21  1.34
C  -3.10  1.84  2.84  -0.88
O  -2.55  4.00  1.58  -0.71
O  -4.28  2.60  0.55  -0.67
C  -1.98  0.81  -0.65  -0.88
C  -0.89  0.05  -1.07  -0.68
O  1.17  -1.67  -1.99  -0.43
H  2.00  -4.98  -2.78  0.34
H  0.45  -4.27  -2.69  0.29
H  1.67  -3.68  -4.10  0.28
H  3.46  -4.05  -1.35  0.28
H  -0.20  -2.08  1.07  0.47
H  -2.03  -1.95  2.45  0.63
H  0.42  0.18  5.39  0.32
H  2.37  0.09  3.68  0.42
H  1.70  1.56  0.48  0.36
H  -0.16  2.92  1.24  0.47
H  -2.22  1.99  3.50  0.36
H  -3.94  2.30  3.30  0.45
H  -3.15  0.75  2.53  0.20
H  -3.03  0.73  -1.02  0.47
H  -1.05  -0.63  -1.86  0.56



The following is a DFT calculation (ωB97M-V with the def2-TZVPD basis set) of an isolated molecule of C19H15N3O3S2 in a non-equilibrium geometry.

Calculated values
Calculated total energy ... -1919.3507 hartree
Net charge ... 0
SMILES ... COc1ccc(Nc2nnc(SCC(=O)c3cc4ccccc4o3)s2)cc1

Last column: Mulliken charge in e.
Geometry (Å):
C  -7.63  -0.77  -0.59  -0.85
O  -6.44  -0.50  -1.27  -0.43
C  -5.34  -0.14  -0.55  0.66
C  -4.18  0.12  -1.29  -0.79
C  -3.01  0.49  -0.67  -0.21
C  -2.97  0.62  0.72  0.56
N  -1.82  0.98  1.42  -0.05
C  -0.60  1.26  0.92  0.37
N  -0.24  1.29  -0.32  -0.43
N  1.04  1.59  -0.50  -0.34
C  1.70  1.81  0.58  0.49
S  3.39  2.12  0.62  -0.18
C  3.78  1.95  -1.15  -0.77
C  2.96  0.93  -1.93  0.48
O  2.61  1.18  -3.07  -0.60
C  2.71  -0.36  -1.31  0.71
C  1.86  -1.35  -1.71  -1.24
C  1.90  -2.35  -0.70  1.42
C  1.26  -3.57  -0.49  -0.73
C  1.55  -4.27  0.66  -0.51
C  2.46  -3.78  1.60  -0.40
C  3.11  -2.57  1.42  -1.02
C  2.81  -1.86  0.27  0.10
O  3.30  -0.67  -0.11  -0.36
S  0.73  1.66  2.04  -0.26
C  -4.12  0.36  1.46  -1.06
C  -5.30  -0.01  0.83  -0.33
H  -8.36  -1.03  -1.35  0.24
H  -7.52  -1.61  0.11  0.33
H  -7.99  0.11  -0.04  0.33
H  -4.23  0.02  -2.36  0.42
H  -2.12  0.69  -1.24  0.55
H  -1.91  1.03  2.42  0.17
H  4.83  1.65  -1.18  0.40
H  3.66  2.92  -1.62  0.43
H  1.27  -1.34  -2.61  0.57
H  0.56  -3.95  -1.21  0.43
H  1.08  -5.22  0.85  0.39
H  2.66  -4.35  2.49  0.39
H  3.80  -2.18  2.15  0.45
H  -4.10  0.46  2.53  0.28
H  -6.17  -0.20  1.44  0.39



The following is a DFT calculation (ωB97M-V with the def2-TZVPD basis set) of an isolated molecule of C19H15N5O4S in a non-equilibrium geometry.

Calculated values
Calculated total energy ... -1705.8925 hartree
Net charge ... 0
SMILES ... O=C(NNC(=O)c1cccnc1SCc1cccc([N+](=O)[O-])c1)c1ccccn1

Last column: Mulliken charge in e.
Geometry (Å):
O  1.22  2.22  2.40  -0.75
C  2.35  1.80  2.28  -0.03
N  2.70  0.92  1.32  -0.36
N  1.76  0.46  0.43  -0.14
C  2.09  -0.43  -0.53  0.52
O  3.21  -0.90  -0.61  -0.71
C  0.98  -0.87  -1.43  0.81
C  1.18  -2.09  -2.08  -0.60
C  0.22  -2.61  -2.92  -0.65
C  -0.94  -1.87  -3.10  -0.47
N  -1.14  -0.70  -2.52  -0.41
C  -0.22  -0.21  -1.72  0.42
S  -0.66  1.40  -1.07  -0.28
C  -2.00  0.90  0.11  -1.28
C  -3.09  0.19  -0.61  0.74
C  -4.05  0.90  -1.33  -0.59
C  -5.02  0.24  -2.06  -0.59
C  -5.04  -1.14  -2.11  -0.61
C  -4.08  -1.85  -1.39  -0.35
N  -4.06  -3.28  -1.46  1.05
O  -4.96  -3.84  -2.05  -0.63
O  -3.12  -3.86  -0.94  -0.61
C  -3.11  -1.19  -0.64  0.16
C  3.50  2.19  3.15  0.92
C  3.30  3.09  4.19  -0.59
C  4.38  3.43  4.98  -0.29
C  5.61  2.86  4.71  -0.53
C  5.70  1.97  3.65  -0.19
N  4.68  1.64  2.89  -0.39
H  3.65  0.56  1.22  0.51
H  0.89  0.99  0.44  0.09
H  2.11  -2.61  -1.89  0.47
H  0.36  -3.56  -3.42  0.44
H  -1.75  -2.21  -3.74  0.46
H  -1.54  0.28  0.88  0.41
H  -2.32  1.85  0.54  0.63
H  -4.02  1.98  -1.32  0.44
H  -5.75  0.81  -2.62  0.41
H  -5.78  -1.68  -2.68  0.50
H  -2.39  -1.78  -0.09  0.48
H  2.32  3.50  4.35  0.41
H  4.27  4.13  5.80  0.42
H  6.49  3.09  5.30  0.37
H  6.64  1.49  3.39  0.43



The following is a DFT calculation (ωB97M-V with the def2-TZVPD basis set) of a structure of composition C19H16AlN3O7S3.

Calculated values
Calculated total energy ... -2861.8069 hartree
Net charge ... 0

Last column: Mulliken charge in e.
Geometry (Å):
Al  0.37  0.78  0.50  0.15
C  0.69  -6.92  -0.73  -1.38
C  1.04  -5.47  -0.58  0.93
C  0.04  -4.52  -0.39  -0.95
C  0.34  -3.18  -0.26  -0.06
C  1.67  -2.78  -0.33  0.01
C  2.69  -3.69  -0.52  -0.47
C  2.36  -5.04  -0.64  -0.83
S  2.05  -1.07  -0.14  1.24
O  3.45  -0.88  -0.38  -0.72
O  1.08  -0.34  -1.02  -0.60
N  1.49  -0.56  1.24  0.13
C  2.24  -0.11  2.40  -0.39
C  1.61  1.23  2.84  0.42
O  1.95  1.76  3.87  -0.64
O  0.70  1.70  2.01  -0.46
H  0.02  -7.24  0.06  0.35
H  1.58  -7.55  -0.70  0.36
H  0.19  -7.09  -1.68  0.31
H  -1.00  -4.84  -0.34  0.43
H  -0.45  -2.45  -0.11  0.23
H  3.71  -3.35  -0.57  0.51
H  3.15  -5.76  -0.79  0.34
H  3.29  0.06  2.17  0.30
H  2.18  -0.81  3.23  0.34
S  0.63  3.88  -2.65  -0.11
C  0.55  4.61  -1.10  -0.28
C  0.53  3.66  -0.14  -0.72
N  0.59  2.38  -0.63  0.39
C  0.64  2.36  -1.94  -0.10
H  0.52  5.68  -0.97  0.44
H  0.49  3.81  0.93  0.51
H  0.66  1.44  -2.51  0.43
O  -3.92  1.88  -2.92  -0.66
S  -3.22  0.64  -2.71  1.09
O  -2.77  -0.11  -3.84  -0.65
N  -1.96  0.89  -1.67  -0.33
C  -2.16  0.27  -0.55  0.82
O  -1.34  0.28  0.45  -0.25
C  -3.42  -0.51  -0.44  0.27
C  -3.89  -1.27  0.62  -0.49
C  -5.11  -1.91  0.46  -0.73
C  -5.83  -1.80  -0.72  -0.45
C  -5.36  -1.03  -1.78  -0.56
C  -4.15  -0.40  -1.61  0.02
H  -3.31  -1.35  1.53  0.55
H  -5.50  -2.51  1.27  0.41
H  -6.78  -2.31  -0.81  0.40
H  -5.92  -0.94  -2.70  0.44



The following is a DFT calculation (ωB97M-V with the def2-TZVPD basis set) of a structure of composition C19H16BF2I2N4O5Tc.

Calculated values
Calculated total energy ... -2229.6404 hartree
Net charge ... +1
Spin multiplicity ... 2

Last column: Löwdin spin population.
Geometry (Å):
Tc  -0.40  -0.76  0.70  0.86
I  -5.37  -0.21  -5.01  0.00
C  -4.06  -0.72  -3.47  0.00
C  -3.33  -1.89  -3.55  0.00
C  -2.46  -2.23  -2.52  0.00
I  -1.32  -3.96  -2.62  0.00
C  -2.33  -1.39  -1.43  0.01
O  -1.47  -1.74  -0.43  0.08
C  -3.05  -0.20  -1.35  0.00
C  -2.93  0.69  -0.15  0.00
N  -1.51  1.03  0.16  0.00
C  -1.42  2.00  1.27  0.00
C  -0.11  1.91  2.01  0.00
C  0.41  2.98  2.71  0.00
C  1.56  2.79  3.47  0.00
C  2.15  1.53  3.49  0.00
C  1.58  0.52  2.75  0.01
N  0.48  0.71  2.02  0.01
C  -3.92  0.13  -2.38  0.00
H  -3.43  -2.55  -4.40  0.00
H  -3.34  0.19  0.74  0.00
H  -3.51  1.60  -0.31  0.00
H  -1.12  1.44  -0.68  0.00
H  -2.22  1.77  1.98  0.00
H  -1.59  3.02  0.91  0.00
H  -0.08  3.94  2.68  0.00
H  1.98  3.60  4.04  0.00
H  3.04  1.34  4.08  0.00
H  2.00  -0.48  2.73  0.00
H  -4.49  1.05  -2.33  0.00
C  1.58  1.88  -1.42  0.00
C  2.05  0.52  -1.06  0.00
N  1.45  -0.35  -0.25  -0.01
C  2.23  -1.48  -0.20  0.00
C  3.31  -1.31  -1.00  0.00
N  3.17  -0.05  -1.53  0.00
C  4.52  -2.11  -1.38  0.00
O  4.63  -3.30  -0.85  0.00
O  5.30  -1.61  -2.15  0.00
C  1.82  -2.60  0.69  0.01
O  2.51  -3.60  0.79  0.02
O  0.72  -2.35  1.34  0.04
H  0.96  2.28  -0.62  0.00
H  1.00  1.87  -2.35  0.00
H  2.42  2.55  -1.55  0.00
H  3.85  0.34  -2.17  0.00
H  3.87  -3.51  -0.23  0.00
F  -2.16  -2.12  2.69  0.00
B  -1.46  -1.02  2.57  -0.02
F  -1.51  -0.16  3.59  -0.01